1.
Here is a structure of composition C28H47NO2P2W at a distorted geometry from OMol25. Energies are from ωB97M-V/def2-TZVPD.

HOMO energy (spin up / spin down), Ha: -0.5002 / -0.5318
Spin multiplicity: 3
Total charge: +2
Gap between HOMO and LUMO (spin up / spin down), eV: 6.35 / 7.18

```
81
Properties=species:S:1:pos:R:3:mulliken_spin:R:1
W 0.251 0.771 -0.585 1.75
C 0.980 0.817 1.512 -0.16
C -0.317 1.450 1.466 0.38
C -0.578 -0.765 0.822 0.01
C 0.837 -0.540 1.039 0.08
C -1.268 0.487 1.014 -0.04
C 2.201 1.340 2.210 0.01
H 2.038 2.341 2.634 0.00
H 3.098 1.371 1.575 0.00
H 2.440 0.666 3.047 0.00
C 1.916 -1.567 1.018 -0.01
H 2.840 -1.161 0.580 0.00
H 1.583 -2.436 0.430 0.00
H 2.132 -1.900 2.047 0.00
C -1.288 -2.060 0.871 -0.01
H -1.932 -2.092 1.771 0.00
H -0.568 -2.892 0.914 0.00
H -1.926 -2.198 -0.014 0.00
C -2.756 0.654 1.039 0.01
H -3.151 0.402 2.037 0.00
H -3.258 -0.021 0.328 0.00
H -3.058 1.687 0.822 -0.01
C -0.693 2.780 2.061 -0.09
H -1.216 2.638 3.023 0.00
H -1.385 3.333 1.408 0.00
H 0.183 3.408 2.261 0.00
C 2.344 3.827 -3.637 0.00
C 2.657 4.369 -2.439 0.00
C 2.195 5.768 -2.104 0.00
C 0.645 5.946 -2.007 0.00
C -0.214 4.701 -1.948 0.00
C -0.599 4.088 -3.091 0.02
C -0.045 4.371 -4.477 0.00
C 1.488 4.561 -4.619 0.00
H 2.575 6.484 -2.864 0.00
H 0.327 6.597 -2.845 0.00
H 2.658 6.080 -1.152 0.00
H 1.703 5.638 -4.590 0.00
H 2.850 2.937 -4.035 0.00
H 3.503 4.022 -1.838 0.00
H 1.759 4.195 -5.618 0.00
H -0.317 3.527 -5.139 0.00
H -1.530 3.529 -3.142 0.01
H -0.540 5.270 -4.904 0.00
H 0.452 6.508 -1.076 0.00
H -0.708 4.519 -0.980 -0.01
P 2.211 1.930 -1.401 -0.08
P -1.764 0.740 -2.080 -0.05
C 0.814 1.633 -2.988 0.04
C -0.463 0.904 -3.393 -0.03
H 1.580 1.453 -3.752 0.01
H 0.596 2.701 -2.932 -0.04
H -0.925 1.442 -4.236 0.00
H -0.208 -0.093 -3.772 0.00
C -2.798 -0.686 -2.476 0.01
H -3.446 -0.925 -1.625 0.00
H -2.190 -1.565 -2.710 0.00
H -3.419 -0.420 -3.343 0.00
C -2.919 2.138 -2.029 0.02
H -3.254 2.325 -3.061 0.00
H -2.406 3.026 -1.616 -0.02
H -3.783 1.890 -1.386 0.00
C 3.950 1.554 -1.206 0.01
H 4.205 1.449 -0.138 0.00
H 4.537 2.348 -1.686 0.00
H 4.138 0.593 -1.719 0.00
C 1.676 3.179 -0.200 0.28
H 0.666 2.999 0.212 -0.12
H 1.569 4.175 -0.629 -0.02
H 2.415 3.210 0.606 0.00
O 3.069 -0.472 -2.954 0.01
C 1.963 -1.024 -2.938 0.01
C 1.544 -1.952 -4.074 0.00
C 0.775 -3.019 -3.355 0.00
C 0.525 -2.413 -1.979 0.01
O 0.082 -3.120 -1.081 0.01
N 0.997 -1.085 -1.911 -0.02
H 0.889 -1.413 -4.766 0.00
H 2.435 -2.286 -4.606 0.00
H -0.191 -3.274 -3.829 0.00
H 1.356 -3.948 -3.215 0.00
```

2.
Here is a cluster of 10 separate species, C28H48Br12O12 in total at a distorted geometry from OMol25. Energies are from ωB97M-V/def2-TZVPD.

HOMO energy, Ha: -0.3465
Spin multiplicity: 1
Gap between HOMO and LUMO, eV: 9.39

```
100
Properties=species:S:1:pos:R:3:mulliken_charge:R:1
Br -9.795 19.350 -30.877 -0.17
C -11.178 19.137 -29.531 0.58
C -12.507 18.939 -30.226 -0.19
Br -13.894 19.199 -28.847 0.36
H -11.237 20.007 -28.890 0.36
H -10.962 18.223 -28.987 -0.65
H -12.726 17.940 -30.578 -0.27
H -12.670 19.728 -30.952 0.80
Br -7.109 18.249 -35.021 -0.14
C -7.406 18.974 -33.229 -0.47
C -6.150 19.571 -32.620 -0.46
Br -5.882 21.417 -33.210 -0.16
H -7.723 18.116 -32.642 0.14
H -8.203 19.700 -33.350 0.32
H -5.323 19.042 -33.087 0.41
H -6.106 19.578 -31.540 0.32
Br -12.860 14.698 -33.576 -0.17
C -13.046 16.315 -34.609 -0.54
C -12.010 17.301 -34.161 0.15
Br -12.392 19.142 -34.671 -0.19
H -14.073 16.660 -34.598 0.42
H -12.835 16.035 -35.641 0.38
H -10.982 17.074 -34.417 0.41
H -12.036 17.323 -33.070 -0.50
Br -9.672 15.925 -30.062 0.00
C -8.249 15.399 -28.902 -0.63
C -8.791 15.348 -27.488 -0.09
Br -7.373 15.216 -26.154 -0.19
H -7.408 16.094 -28.916 0.46
H -7.807 14.464 -29.240 0.42
H -9.489 14.520 -27.383 0.23
H -9.284 16.287 -27.262 -0.10
Br -13.012 19.042 -22.861 -0.18
C -11.752 19.717 -24.189 -0.52
C -12.327 19.908 -25.550 0.02
Br -13.620 21.367 -25.554 -0.11
H -10.931 19.004 -24.142 0.18
H -11.275 20.598 -23.760 0.53
H -12.829 18.999 -25.866 -0.24
H -11.558 20.184 -26.264 0.28
Br -16.304 23.258 -27.842 -0.16
C -17.498 22.552 -29.196 -0.68
C -16.801 21.412 -29.874 0.34
Br -18.010 20.530 -31.139 -0.14
H -17.779 23.325 -29.908 0.47
H -18.438 22.256 -28.738 0.47
H -16.482 20.655 -29.169 -0.47
H -15.962 21.738 -30.475 0.13
C -10.768 23.845 -30.825 -1.37
C -12.086 24.246 -31.467 0.27
C -13.255 23.235 -31.323 -0.06
O -14.273 23.942 -30.637 -0.20
C -13.830 25.214 -30.320 0.55
O -14.521 25.964 -29.701 -0.54
O -12.582 25.396 -30.747 -0.38
H -10.092 24.666 -31.071 0.37
H -10.388 22.911 -31.234 0.33
H -10.867 23.804 -29.742 0.33
H -11.903 24.589 -32.482 0.30
H -12.965 22.367 -30.737 0.02
H -13.541 23.084 -32.365 0.34
C -16.621 19.582 -26.108 -0.90
C -17.853 18.738 -26.337 0.28
C -18.983 19.479 -27.109 -0.13
O -19.196 18.692 -28.274 -0.34
C -18.301 17.685 -28.344 0.68
O -18.226 16.899 -29.226 -0.51
O -17.494 17.680 -27.255 -0.30
H -16.073 19.839 -27.007 -0.13
H -16.007 19.031 -25.388 0.37
H -16.810 20.509 -25.557 0.42
H -18.299 18.267 -25.460 0.26
H -18.613 20.479 -27.349 -0.11
H -19.916 19.603 -26.565 0.35
C -10.959 13.254 -24.570 -1.32
C -11.469 14.666 -24.403 0.28
C -10.460 15.810 -24.160 -0.36
O -10.714 16.740 -25.227 -0.35
C -11.639 16.228 -26.066 0.38
O -11.974 16.768 -27.063 -0.01
O -12.148 15.087 -25.616 -0.41
H -10.424 12.875 -23.699 0.40
H -10.280 13.221 -25.426 0.23
H -11.807 12.585 -24.709 0.37
H -12.212 14.696 -23.601 0.32
H -9.456 15.398 -24.133 0.14
H -10.799 16.294 -23.247 0.35
C -14.745 16.611 -29.603 -1.73
C -13.315 16.326 -29.233 1.66
C -13.182 15.251 -28.144 0.08
O -12.471 14.178 -28.775 -0.40
C -12.153 14.507 -30.045 -0.04
O -11.444 13.872 -30.755 -0.52
O -12.727 15.679 -30.393 0.19
H -15.227 17.141 -28.771 0.23
H -15.285 15.680 -29.771 0.68
H -14.901 17.290 -30.442 0.28
H -12.805 17.245 -28.944 -1.06
H -14.143 14.901 -27.767 0.33
H -12.588 15.605 -27.302 -0.40
```

3.
Here is a structure of composition C28H48BrN3P2SSn at a distorted geometry from OMol25. Energies are from ωB97M-V/def2-TZVPD.

HOMO energy (spin up / spin down), Ha: -0.6852 / -0.6878
Spin multiplicity: 1
Total charge: +4
Gap between HOMO and LUMO (spin up / spin down), eV: 5.21 / 6.64

```
84
Properties=species:S:1:pos:R:3:mulliken_charge:R:1
N -6.705 5.100 -4.832 -0.34
C -6.281 5.624 -3.664 -0.33
C -5.197 5.109 -2.941 -0.52
C -4.567 3.916 -3.372 0.99
C -5.014 3.389 -4.618 -0.34
C -6.101 3.994 -5.292 -0.37
C -3.459 3.345 -2.612 0.16
Sn 1.255 2.178 1.120 0.72
P 4.492 -0.327 -0.149 0.22
C -2.813 2.229 -3.055 -0.80
C -1.832 1.548 -2.275 0.60
C -0.683 0.890 -2.800 -0.67
C 0.318 0.438 -1.882 -0.70
C 0.105 0.508 -0.481 0.54
C -0.885 1.448 -0.116 -1.22
C -1.996 1.747 -0.890 -1.37
Br 0.962 -1.347 1.402 0.04
H -3.112 3.900 -1.727 0.58
H -3.037 1.820 -4.054 0.29
H -4.798 5.667 -2.089 0.38
H -4.476 2.574 -5.117 0.35
H -6.847 6.492 -3.301 0.40
H -6.458 3.522 -6.221 0.38
H -0.594 0.832 -3.911 0.48
H -2.859 2.269 -0.445 0.66
H 1.232 0.092 -2.374 0.47
H -0.860 2.228 0.681 1.08
P -0.576 -2.340 0.123 0.54
C 4.292 1.353 0.327 0.02
C 5.482 2.276 -0.017 -1.48
H 4.112 1.383 1.415 0.54
H 3.388 1.679 -0.237 -0.09
H 5.226 3.296 0.283 0.44
H 6.397 1.998 0.513 0.40
H 5.708 2.286 -1.087 0.36
C 4.014 -0.687 -1.830 0.74
C 4.874 -1.832 -2.393 -1.48
H 4.207 0.207 -2.458 0.44
H 2.930 -0.908 -1.842 -0.66
H 4.574 -2.117 -3.402 0.44
H 5.925 -1.542 -2.457 0.43
H 4.836 -2.736 -1.780 0.33
C 4.287 -1.582 1.101 0.60
C 5.372 -1.558 2.216 -1.36
H 4.306 -2.578 0.613 0.38
H 3.274 -1.452 1.550 -0.59
H 5.108 -2.249 3.040 0.40
H 6.344 -1.880 1.801 0.39
H 5.514 -0.554 2.647 0.34
C -1.012 -3.689 1.274 -0.33
C -1.966 -4.760 0.777 -1.26
H -1.423 -3.303 2.219 0.28
H -0.046 -4.149 1.512 0.58
H -3.004 -4.486 0.985 0.34
H -1.867 -5.009 -0.284 0.34
H -1.753 -5.669 1.350 0.40
C 0.479 -3.098 -1.136 -0.19
C 0.034 -2.888 -2.580 -1.22
H 0.498 -4.162 -0.849 0.58
H 1.500 -2.709 -1.004 -0.02
H -0.936 -3.352 -2.799 0.37
H -0.037 -1.820 -2.819 0.13
H 0.767 -3.309 -3.284 0.46
C -2.135 -1.790 -0.602 -0.15
C -3.161 -1.373 0.468 -1.34
H -2.462 -2.672 -1.200 0.68
H -1.938 -0.956 -1.293 -0.05
H -3.865 -0.656 0.028 0.36
H -3.733 -2.238 0.837 0.34
H -2.682 -0.855 1.316 0.15
C 1.457 0.640 5.737 -1.04
N 0.571 1.278 4.730 -0.11
C -0.417 0.589 4.106 0.50
S -1.045 0.911 2.564 -0.07
N -0.960 -0.486 4.735 -0.11
C -1.124 -0.525 6.190 -1.06
H 1.527 -0.442 5.547 0.36
H 1.074 0.813 6.761 0.32
H 2.460 1.093 5.660 0.37
H 1.027 1.981 4.135 0.24
H -1.709 -0.903 4.178 0.25
H -2.107 -0.950 6.420 0.37
H -0.339 -1.181 6.586 0.34
H -1.055 0.480 6.625 0.35
```

4.
Here is a cluster of 7 separate species, C28H48O18S3 in total at a distorted geometry from OMol25. Energies are from ωB97M-V/def2-TZVPD.

HOMO energy, Ha: -0.3526
Spin multiplicity: 1
Gap between HOMO and LUMO, eV: 9.49

```
97
Properties=species:S:1:pos:R:3:mulliken_charge:R:1
C 23.861 -29.097 4.738 -1.16
C 24.961 -30.105 4.870 0.00
C 25.051 -30.876 6.220 0.36
O 24.947 -32.230 5.771 -0.17
C 24.917 -32.353 4.361 0.59
O 24.907 -33.461 3.717 -0.60
O 24.828 -31.105 3.858 -0.43
H 22.918 -29.345 5.190 -0.02
H 23.662 -28.703 3.841 0.59
H 24.198 -28.286 5.574 0.31
H 25.848 -29.780 4.796 0.65
H 24.065 -30.874 6.838 -0.41
H 25.938 -30.926 6.894 0.32
C 19.872 -33.702 2.913 -1.51
C 20.923 -32.912 3.738 0.21
C 20.451 -31.599 4.293 -0.92
O 20.749 -31.721 5.699 0.69
C 21.113 -33.056 5.996 0.00
O 21.145 -33.497 7.036 -0.45
O 21.297 -33.731 4.785 -0.38
H 20.388 -34.645 2.523 0.31
H 19.652 -33.079 1.959 0.33
H 19.200 -33.856 3.549 0.43
H 21.677 -32.664 2.963 0.30
H 19.417 -31.560 4.490 0.46
H 20.702 -30.745 3.735 0.51
C 17.749 -27.594 5.632 -1.53
C 18.903 -27.481 6.661 0.55
C 19.593 -28.657 7.173 0.95
O 20.911 -28.119 7.410 -0.33
C 21.051 -27.008 6.643 0.64
O 21.990 -26.226 6.520 -0.67
O 19.964 -26.642 6.203 -0.35
H 16.882 -28.085 6.054 0.41
H 17.812 -27.841 4.618 0.40
H 17.320 -26.522 5.661 0.36
H 18.575 -26.911 7.589 0.27
H 19.740 -29.613 6.579 -0.57
H 19.323 -28.998 8.170 -0.24
C 17.374 -36.701 14.164 -1.40
C 17.627 -35.698 12.929 0.09
C 17.572 -34.196 13.259 -0.47
O 18.878 -33.623 12.992 -0.25
C 19.576 -34.642 12.403 0.66
O 20.677 -34.597 11.907 -0.47
O 18.840 -35.736 12.364 -0.38
H 17.877 -37.559 13.828 0.40
H 16.287 -36.799 14.291 0.35
H 18.102 -36.301 14.902 0.38
H 17.005 -35.845 12.084 0.49
H 17.471 -34.216 14.399 0.44
H 16.651 -33.858 12.872 0.29
C 17.148 -34.147 9.568 -0.25
C 17.992 -32.870 9.619 0.36
C 17.692 -32.158 8.308 0.17
S 16.952 -33.303 7.205 0.99
O 17.667 -33.314 5.952 -0.61
O 15.571 -33.049 7.220 -0.70
C 17.326 -34.650 8.178 -0.72
H 16.252 -33.859 10.098 0.42
H 17.691 -34.895 10.254 -0.18
H 19.285 -33.008 9.516 -0.58
H 17.665 -32.189 10.429 0.44
H 18.565 -31.917 7.838 -0.41
H 16.983 -31.190 8.508 0.26
H 18.363 -34.896 7.909 0.18
H 16.603 -35.340 7.716 0.54
C 24.614 -35.293 7.698 -1.00
C 24.295 -34.044 8.502 -0.29
C 23.562 -34.547 9.790 -0.16
S 24.495 -35.992 10.178 1.26
O 23.552 -37.049 10.249 -0.70
O 25.603 -35.687 11.040 -0.71
C 25.307 -36.231 8.659 -0.87
H 25.134 -35.217 6.732 0.47
H 23.807 -35.856 7.583 0.38
H 23.714 -33.477 8.030 -0.02
H 25.204 -33.650 8.708 0.41
H 22.600 -34.951 9.640 0.16
H 23.439 -33.789 10.507 0.25
H 25.317 -37.165 8.095 0.45
H 26.376 -36.012 8.835 0.39
C 20.664 -30.214 10.124 -1.73
C 21.860 -30.640 9.307 1.49
C 23.128 -30.578 10.171 -0.48
S 22.539 -30.820 11.853 1.14
O 22.653 -29.565 12.561 -0.74
O 23.078 -32.106 12.408 -0.64
C 20.841 -31.045 11.443 0.37
H 19.745 -30.443 9.704 0.15
H 20.909 -29.196 10.255 0.58
H 21.756 -30.002 8.450 0.11
H 21.478 -31.762 8.773 -0.76
H 23.727 -29.476 10.090 0.36
H 23.893 -31.387 10.204 0.20
H 20.058 -30.931 12.187 0.64
H 20.367 -32.138 11.185 -0.63
```

5.
Here is a structure of composition C28H48O7S3Sr at a distorted geometry from OMol25. Energies are from ωB97M-V/def2-TZVPD.

HOMO energy, Ha: -0.4923
Spin multiplicity: 1
Total charge: +2
Gap between HOMO and LUMO, eV: 8.43

```
87
Properties=species:S:1:pos:R:3:mulliken_charge:R:1
Sr -0.512 1.092 -0.127 0.49
C 0.314 4.484 -0.828 -0.73
C -0.793 4.265 -1.868 -0.77
O -0.998 2.897 -2.171 0.13
C -0.290 2.410 -3.291 -0.62
C 1.176 2.077 -2.981 -0.91
O 1.228 1.519 -1.684 0.28
C 2.516 1.102 -1.266 -0.63
C 2.753 1.577 0.159 -0.70
O 1.744 1.031 0.976 0.42
C 1.841 1.467 2.310 -0.65
C 0.660 0.897 3.086 -1.02
O -0.534 1.215 2.401 0.22
C -1.595 1.642 3.233 -0.89
C -2.773 1.981 2.316 -0.45
O -2.362 2.676 1.164 0.03
C -2.077 4.052 1.326 -0.76
C -0.568 4.313 1.400 -0.72
O 0.156 3.712 0.345 0.26
H 0.368 5.550 -0.584 0.55
H 1.275 4.182 -1.252 0.26
H -0.545 4.830 -2.773 0.49
H -1.747 4.633 -1.485 0.23
H -0.338 3.125 -4.122 0.53
H -0.809 1.491 -3.578 0.01
H 1.797 2.983 -3.028 0.45
H 1.541 1.364 -3.733 0.45
H 3.295 1.508 -1.916 0.67
H 2.556 0.009 -1.297 -0.28
H 2.699 2.674 0.209 0.21
H 3.745 1.254 0.499 0.51
H 1.816 2.566 2.335 0.27
H 2.784 1.131 2.764 0.47
H 0.663 1.313 4.096 0.59
H 0.750 -0.193 3.154 0.10
H -1.290 2.528 3.809 0.48
H -1.892 0.848 3.930 0.44
H -3.532 2.544 2.873 0.43
H -3.215 1.053 1.946 -0.15
H -2.557 4.457 2.222 0.48
H -2.495 4.563 0.455 0.26
H -0.167 3.869 2.313 0.22
H -0.384 5.392 1.427 0.48
C -4.349 -1.713 -0.029 -0.76
C -4.966 -0.322 -0.029 -1.23
S -3.940 1.059 -0.650 0.43
C -4.112 0.952 -2.456 -0.90
C -3.523 -0.287 -3.103 -1.11
S -1.795 -0.709 -2.622 0.40
C -1.964 -2.483 -2.210 -1.36
C -1.893 -2.898 -0.742 0.13
S -2.589 -1.759 0.496 0.12
H -4.391 -2.170 -1.013 0.24
H -4.905 -2.345 0.666 0.61
H -5.201 -0.022 0.992 0.44
H -5.890 -0.322 -0.606 0.58
H -3.623 1.859 -2.811 0.24
H -5.176 1.011 -2.692 0.63
H -3.506 -0.137 -4.183 0.63
H -4.142 -1.154 -2.883 0.43
H -1.143 -2.971 -2.736 0.55
H -2.895 -2.814 -2.669 0.57
H -0.859 -3.005 -0.427 -0.47
H -2.389 -3.862 -0.619 0.73
C 5.124 -5.991 1.020 -1.56
C 4.131 -4.891 0.898 0.69
C 3.571 -4.302 2.028 -0.97
C 2.630 -3.298 1.938 0.45
C 2.134 -2.675 3.211 -1.33
C 2.220 -2.829 0.657 0.56
C 1.147 -1.871 0.601 -0.61
O 0.778 -1.167 -0.340 0.16
C 2.828 -3.393 -0.497 1.36
C 2.516 -2.948 -1.892 -1.79
C 3.747 -4.417 -0.351 -0.83
H 5.305 -6.249 2.061 0.37
H 6.067 -5.692 0.564 0.36
H 4.773 -6.878 0.494 0.37
H 3.891 -4.645 3.000 0.33
H 2.589 -3.165 4.067 0.48
H 1.052 -2.760 3.319 0.34
H 2.406 -1.620 3.239 0.20
H 0.563 -1.810 1.534 0.14
H 1.618 -2.344 -1.945 -0.23
H 2.409 -3.819 -2.536 0.60
H 3.356 -2.366 -2.275 0.38
H 4.191 -4.860 -1.230 0.53
```